Entry 1:
{"formula": "C24H44MnN3OP2", "method": "ωB97M-V with the def2-TZVPD basis set", "fmax_ev_per_a": 10.300, "lumo_energy_ha": [-0.107, -0.141], "charge": 1, "e_homo_ha": [-0.31436, -0.41270], "spin_multiplicity": 6, "s_squared": 8.787, "orbital_gap_ev": [5.6, 7.4], "e_tot_ha": -3013.785620, "symbols": ["Mn", "P", "P", "N", "C", "H", "H", "C", "H", "H", "C", "H", "H", "C", "H", "H", "C", "C", "H", "H", "H", "C", "C", "H", "H", "H", "C", "C", "H", "H", "H", "C", "C", "H", "H", "H", "C", "C", "H", "H", "H", "C", "H", "H", "H", "C", "H", "H", "H", "C", "H", "H", "H", "H", "H", "H", "H", "O", "H", "H", "N", "C", "N", "C", "C", "C", "C", "C", "C", "H", "H", "H", "H", "H", "H"], "positions_angstrom": [[-0.25636, -0.08504, -0.92145], [-0.23428, -2.36510, -1.13417], [-0.26796, 2.19455, -0.86762], [1.49365, -0.05036, -1.52851], [1.42015, -2.45432, -1.96163], [1.92566, -3.40373, -1.74464], [1.20955, -2.42266, -3.04328], [2.31040, -1.25903, -1.58858], [2.85307, -1.42943, -0.62448], [3.09485, -1.10730, -2.35509], [2.26506, 1.16406, -1.34349], [3.11248, 1.12683, -2.04999], [2.70374, 1.20982, -0.31966], [1.40251, 2.40034, -1.63120], [1.22985, 2.49093, -2.71625], [1.91152, 3.31102, -1.28970], [-0.09274, 3.08320, 0.75236], [-1.24446, 2.76906, 1.71019], [-1.01202, 3.14025, 2.71718], [-1.39450, 1.68724, 1.77174], [-2.18515, 3.22874, 1.38046], [-1.44226, 3.14022, -1.91359], [-2.81563, 3.25323, -1.24888], [-3.53726, 3.59964, -1.99972], [-2.82013, 3.97942, -0.42602], [-3.16803, 2.28776, -0.86304], [-1.43725, -3.13823, -2.30334], [-2.81199, -3.32916, -1.65822], [-3.54767, -3.58167, -2.43340], [-3.16193, -2.41850, -1.15817], [-2.81441, -4.14587, -0.92704], [-0.03381, -3.44258, 0.38717], [-1.14813, -3.19213, 1.40881], [-0.84907, -3.64114, 2.36749], [-2.10981, -3.63444, 1.11011], [-1.32335, -2.12228, 1.58686], [-1.91987, -0.12852, -0.22506], [-0.92492, 4.49347, -2.40103], [-0.88025, 5.23669, -1.59746], [0.06507, 4.41841, -2.86276], [-1.62091, 4.86620, -3.16312], [-0.93331, -4.41980, -2.96780], [-1.62263, -4.70437, -3.77278], [0.05538, -4.29244, -3.41784], [-0.88775, -5.25614, -2.26485], [0.21154, -4.92908, 0.12908], [0.56426, -5.36699, 1.07575], [-0.67793, -5.49706, -0.17841], [1.01366, -5.08347, -0.60367], [0.23946, 4.56867, 0.72856], [-0.64511, 5.18072, 0.50404], [0.59150, 4.86128, 1.73083], [1.04205, 4.80619, 0.02068], [0.79134, 2.53784, 1.10322], [0.90933, -3.09125, 0.84586], [-1.53998, 2.47944, -2.79148], [-1.54943, -2.38207, -3.09735], [-2.98084, -0.14979, 0.29942], [-0.75060, -0.15111, -3.81690], [-1.42352, 0.01017, -3.51022], [1.69686, -1.33849, 2.56191], [1.20297, -0.70396, 1.47437], [0.87195, 0.53130, 1.75033], [1.20068, 0.75383, 3.06928], [1.27793, 1.98984, 3.68207], [1.80265, 2.00796, 4.97730], [2.28958, 0.82113, 5.56909], [2.28754, -0.39222, 4.86458], [1.70816, -0.42313, 3.61707], [2.07041, -2.28008, 2.51035], [1.09629, -1.17478, 0.51133], [0.95658, 2.85893, 3.09996], [1.81876, 2.93769, 5.53586], [2.66454, 0.87569, 6.60604], [2.70431, -1.31402, 5.26253]], "forces_ev_per_angstrom": [[2.5, 0.6, -1.9], [0.2, -3.0, -0.7], [0.1, 3.3, 0.0], [1.5, -0.4, 0.2], [0.1, -0.1, -0.2], [-0.1, 0.1, -0.1], [0.1, 0.0, 0.3], [0.1, 0.6, -0.1], [-0.3, 0.0, -0.4], [-0.2, -0.3, 0.3], [0.6, -0.2, -0.2], [-0.1, 0.3, 0.2], [-0.2, 0.1, -0.4], [0.0, -0.1, -0.2], [0.1, -0.1, 0.3], [-0.2, -0.2, -0.1], [0.1, -0.4, 0.1], [-0.2, 0.0, -0.1], [-0.2, -0.1, -0.3], [0.0, 0.2, 0.1], [0.3, -0.1, 0.2], [0.2, 0.0, -0.3], [-0.2, 0.0, -0.1], [0.1, -0.1, 0.2], [0.1, -0.2, -0.3], [0.0, 0.2, 0.0], [0.1, -0.3, -0.2], [-0.2, 0.0, 0.0], [0.2, 0.0, 0.2], [0.0, -0.2, -0.1], [0.1, 0.1, -0.2], [0.0, 0.1, -0.1], [-0.1, 0.0, 0.2], [-0.2, 0.1, -0.2], [0.4, 0.1, 0.1], [0.1, -0.2, 0.0], [-8.3, -0.4, 6.1], [-0.2, 0.2, -0.2], [0.0, -0.2, -0.2], [-0.2, 0.1, 0.1], [0.2, 0.1, 0.1], [-0.1, -0.2, -0.2], [0.1, 0.0, 0.1], [-0.1, 0.0, 0.1], [0.0, 0.2, -0.2], [0.1, -0.3, 0.2], [-0.1, 0.0, -0.3], [0.2, 0.3, 0.1], [-0.3, 0.0, 0.1], [-0.1, 0.2, 0.0], [0.3, -0.1, 0.0], [-0.1, -0.1, -0.3], [-0.2, 0.1, 0.1], [-0.2, 0.3, 0.0], [-0.4, 0.0, -0.4], [-0.1, 0.2, 0.1], [0.1, -0.1, 0.2], [3.5, 0.2, -2.8], [-0.3, 0.1, 0.2], [0.3, -0.1, -0.2], [0.3, -0.8, 0.3], [-0.2, 1.0, 1.3], [-0.2, -0.7, -1.6], [0.2, -0.2, -0.9], [0.1, 0.1, 0.9], [-0.3, -0.2, -0.5], [-0.1, -0.2, 0.0], [0.2, -0.2, 1.1], [0.4, 0.4, -0.5], [-0.1, 0.4, 0.5], [0.3, 0.1, 0.4], [0.2, -0.2, 0.7], [0.2, -0.1, 0.0], [-0.1, -0.2, -0.8], [0.1, 0.3, 0.3]]}

***

Entry 2:
{"formula": "C24H44N3NdOP2", "method": "ωB97M-V with the def2-TZVPD basis set", "fmax_ev_per_a": 2.768, "lumo_energy_ha": [-0.228, -0.223], "charge": 2, "e_homo_ha": [-0.50838, -0.50782], "spin_multiplicity": 4, "s_squared": 3.757, "orbital_gap_ev": [7.6, 7.7], "e_tot_ha": -2423.951405, "symbols": ["Nd", "P", "P", "N", "C", "H", "H", "C", "H", "H", "C", "H", "H", "C", "H", "H", "C", "C", "H", "H", "H", "C", "C", "H", "H", "H", "C", "C", "H", "H", "H", "C", "C", "H", "H", "H", "C", "O", "C", "H", "H", "H", "C", "H", "H", "H", "C", "H", "H", "H", "C", "H", "H", "H", "H", "H", "H", "H", "H", "H", "N", "C", "N", "C", "C", "C", "C", "C", "C", "H", "H", "H", "H", "H", "H"], "positions_angstrom": [[0.19745, -0.11386, 1.26435], [-2.53403, 0.47656, 0.30675], [2.59487, -0.32599, -0.26513], [0.21076, 1.48930, -0.71395], [-2.22588, 2.14923, -0.39230], [-3.07063, 2.40873, -1.05022], [-2.21223, 2.88047, 0.43008], [-0.93381, 2.28258, -1.20367], [-1.10029, 2.00189, -2.25672], [-0.63510, 3.34641, -1.22212], [1.38836, 1.93764, -1.48131], [1.45186, 3.03882, -1.41211], [1.18786, 1.71580, -2.54293], [2.72827, 1.32772, -1.05328], [3.23128, 2.01834, -0.35978], [3.36970, 1.23400, -1.94355], [3.23676, -1.46635, -1.57178], [2.70320, -2.88820, -1.35529], [2.99541, -3.51330, -2.21114], [1.60805, -2.90749, -1.28004], [3.11864, -3.34823, -0.44794], [3.77360, -0.12295, 1.18504], [3.85178, -1.39381, 2.03608], [4.46265, -1.19350, 2.92900], [4.32443, -2.22541, 1.49070], [2.86968, -1.73964, 2.39230], [-3.36493, 0.88322, 1.93690], [-3.84183, -0.37608, 2.66897], [-4.28345, -0.07832, 3.63111], [-3.02080, -1.07148, 2.89803], [-4.61307, -0.92378, 2.10549], [-3.75204, -0.23074, -0.90542], [-3.76110, -1.76428, -0.88234], [-4.47106, -2.12560, -1.64003], [-4.08857, -2.16295, 0.08926], [-2.77612, -2.18411, -1.12732], [-0.08031, -0.26748, -1.16733], [-0.29578, -0.51132, -2.30349], [5.16182, 0.41774, 0.84414], [5.76758, -0.31111, 0.29529], [5.12433, 1.35181, 0.27320], [5.68465, 0.63226, 1.78651], [-4.45429, 1.95561, 1.87752], [-4.68114, 2.26727, 2.90668], [-4.14472, 2.85192, 1.32874], [-5.38697, 1.57795, 1.44412], [-5.17284, 0.32837, -0.80768], [-5.75006, -0.04812, -1.66455], [-5.69238, -0.01594, 0.09698], [-5.20762, 1.42360, -0.85597], [4.75175, -1.45296, -1.77415], [5.28452, -1.93280, -0.94228], [4.98193, -2.03478, -2.67808], [5.15212, -0.44406, -1.93222], [2.76981, -1.06643, -2.49056], [-3.33107, 0.08677, -1.87699], [3.26475, 0.65345, 1.79149], [-2.52723, 1.31250, 2.52210], [0.41290, 2.04813, 0.99423], [0.46878, 1.85754, 1.85901], [-1.59413, -3.75861, 1.92573], [-1.15310, -2.59055, 1.47413], [0.18300, -2.54878, 1.44582], [0.62701, -3.81966, 1.87510], [1.90219, -4.38334, 1.97070], [2.00239, -5.69039, 2.47088], [0.85510, -6.41139, 2.84650], [-0.42677, -5.86007, 2.70847], [-0.49722, -4.56853, 2.20652], [-2.57152, -4.04311, 2.05322], [-1.82164, -1.77304, 1.12791], [2.76571, -3.79974, 1.64827], [2.98337, -6.16166, 2.57537], [0.97356, -7.41734, 3.25160], [-1.34521, -6.38012, 2.98037]], "forces_ev_per_angstrom": [[-0.2, -2.0, -1.9], [-0.6, 0.8, 0.2], [0.9, 0.5, 0.2], [0.0, 0.5, 0.1], [0.2, 0.3, -0.1], [0.2, 0.0, 0.3], [0.0, -0.3, -0.2], [0.1, 0.1, -0.3], [-0.1, 0.0, 0.2], [-0.2, -0.3, 0.0], [-0.1, 0.2, -0.3], [0.0, -0.4, 0.0], [0.1, 0.0, 0.2], [0.0, 0.4, -0.1], [-0.1, -0.3, -0.1], [-0.1, 0.1, 0.4], [-0.4, -0.3, 0.0], [0.0, -0.2, -0.1], [-0.1, 0.1, 0.3], [0.2, 0.0, 0.0], [0.0, 0.1, -0.3], [-0.1, -0.2, -0.3], [0.2, 0.0, 0.2], [-0.1, -0.1, -0.3], [-0.1, 0.3, 0.1], [0.1, 0.1, -0.1], [0.1, 0.0, -0.3], [-0.2, -0.1, 0.2], [0.1, -0.2, -0.3], [-0.2, 0.1, -0.1], [0.2, 0.2, 0.1], [0.2, -0.3, -0.2], [0.0, -0.1, -0.1], [0.2, 0.0, 0.2], [0.0, 0.1, -0.2], [-0.2, 0.1, 0.1], [-0.7, -1.0, -0.7], [0.5, 1.0, 1.6], [0.3, 0.1, 0.3], [-0.2, 0.2, 0.2], [0.1, -0.2, 0.1], [-0.1, 0.0, -0.2], [-0.3, 0.1, 0.3], [0.0, 0.0, -0.2], [-0.1, -0.2, 0.1], [0.3, 0.1, 0.1], [-0.2, 0.0, -0.1], [0.2, 0.1, 0.2], [0.2, 0.1, -0.2], [0.0, -0.3, 0.1], [0.2, -0.1, -0.2], [-0.2, 0.2, -0.2], [-0.1, 0.1, 0.2], [-0.1, -0.2, 0.1], [0.0, -0.1, 0.3], [0.0, -0.1, 0.3], [0.0, -0.1, -0.1], [-0.1, 0.0, -0.1], [0.2, 0.0, 1.5], [0.1, 1.9, -1.3], [-1.1, -0.8, 0.4], [0.8, 0.0, -0.1], [-0.3, 0.0, 0.1], [-0.2, 0.3, -0.1], [0.2, -0.3, 0.2], [0.0, 0.8, -0.3], [-0.7, 0.2, 0.0], [0.4, -0.4, 0.2], [-0.1, -0.1, 0.0], [0.7, 0.3, -0.2], [0.4, -0.7, 0.3], [-0.2, -0.4, 0.3], [-0.4, 0.2, -0.1], [-0.1, 0.3, -0.2], [0.4, -0.1, 0.0]]}

***

Entry 3:
{"formula": "C24H45AsN5ORuSSi", "method": "ωB97M-V with the def2-TZVPD basis set", "fmax_ev_per_a": 1.542, "lumo_energy_ha": [-0.157, -0.259], "charge": 2, "e_homo_ha": [-0.48002, -0.50052], "spin_multiplicity": 6, "s_squared": 8.794, "orbital_gap_ev": [8.8, 6.6], "e_tot_ha": -4308.379246, "symbols": ["Ru", "N", "C", "C", "N", "C", "C", "N", "C", "C", "N", "H", "H", "H", "H", "H", "H", "H", "H", "H", "H", "H", "H", "H", "H", "H", "H", "H", "H", "C", "Si", "C", "C", "N", "C", "C", "C", "C", "C", "C", "O", "C", "C", "C", "C", "C", "C", "H", "H", "H", "H", "H", "H", "H", "H", "H", "H", "H", "H", "H", "H", "H", "H", "H", "H", "C", "As", "C", "C", "S", "H", "H", "H", "H", "H", "H", "H", "H", "H"], "positions_angstrom": [[0.56956, 0.32879, 0.07775], [-0.02624, 1.14068, -2.12809], [0.77651, 0.39300, -3.09339], [2.25142, 0.73067, -2.89926], [2.70894, 0.46619, -1.52702], [3.64591, 1.51415, -1.09995], [2.88365, 2.66786, -0.44568], [2.13615, 2.15643, 0.70162], [3.28041, -0.88100, -1.41393], [3.52865, -1.32620, 0.03184], [2.28872, -1.29797, 0.80880], [-1.02287, 0.98424, -2.27644], [0.13686, 2.14297, -2.22491], [0.49573, 0.61584, -4.13290], [0.61633, -0.66976, -2.90752], [2.38707, 1.79307, -3.11179], [2.85108, 0.16580, -3.62332], [4.24505, 1.88687, -1.94250], [4.34946, 1.10934, -0.37141], [2.17182, 3.10131, -1.15105], [3.59590, 3.44878, -0.15174], [1.63200, 2.90505, 1.17145], [2.79451, 1.75223, 1.36564], [4.23064, -0.95502, -1.96373], [2.57080, -1.58036, -1.86177], [4.25964, -0.67643, 0.51741], [3.96767, -2.33254, -0.00020], [2.49034, -1.31215, 1.80522], [1.72569, -2.12086, 0.59374], [-2.62742, -0.28560, 3.97479], [-0.99656, -0.67319, 3.06405], [0.23798, 0.77608, 3.26105], [-0.27154, -2.30828, 3.75863], [-1.03700, -0.87127, 1.33252], [-1.95899, -1.45077, 0.57493], [-3.34087, -1.48866, 0.89503], [-4.24853, -2.15631, 0.11704], [-3.82248, -2.85711, -1.01043], [-2.48522, -2.83452, -1.37737], [-1.56463, -2.11493, -0.64064], [-0.22819, -2.04732, -0.94543], [0.32625, -3.04447, -1.76479], [1.12994, -4.00974, -1.17167], [1.76672, -4.95381, -1.95744], [1.60856, -4.94226, -3.33212], [0.78780, -3.99376, -3.91787], [0.14262, -3.04363, -3.14332], [-2.41778, -0.01915, 5.00759], [-3.27660, -1.15667, 3.99297], [-3.17369, 0.53837, 3.52096], [0.63726, 0.83744, 4.26720], [-0.24954, 1.72522, 3.03801], [1.07765, 0.65313, 2.56530], [-0.39713, -2.34108, 4.83601], [0.78650, -2.42864, 3.54825], [-0.79688, -3.16210, 3.34251], [-3.66343, -0.94393, 1.76189], [-5.29342, -2.14931, 0.38182], [-4.52749, -3.42090, -1.59935], [-2.16209, -3.39079, -2.24431], [1.24096, -4.03735, -0.09683], [2.39096, -5.69811, -1.49181], [2.10414, -5.68019, -3.94131], [0.64890, -3.98208, -4.98479], [-0.50186, -2.31396, -3.60989], [-3.17007, 4.76628, -0.50780], [-2.19393, 3.95453, 0.96783], [-0.72141, 5.17448, 1.39224], [-3.38015, 4.05074, 2.50309], [-1.67031, 1.95646, 0.44890], [-3.64070, 5.68825, -0.16726], [-3.93962, 4.07583, -0.85674], [-2.49046, 4.98796, -1.33119], [-1.13322, 6.16838, 1.56463], [-0.01253, 5.21866, 0.56406], [-0.21457, 4.83899, 2.29847], [-3.73722, 5.07799, 2.58984], [-2.84895, 3.77410, 3.41440], [-4.23319, 3.38601, 2.36148]], "forces_ev_per_angstrom": [[0.7, 0.7, -0.1], [0.0, -0.2, 0.4], [0.4, -0.1, -0.4], [-0.4, -0.1, -0.1], [-0.1, -0.1, 0.2], [-0.2, 0.3, 0.2], [0.4, 0.0, -0.3], [-0.4, -0.3, 0.2], [0.2, -0.2, 0.3], [0.2, 0.0, -0.5], [-0.7, 0.0, 0.0], [0.2, 0.1, 0.1], [-0.2, -0.2, 0.1], [0.1, -0.1, 0.2], [0.0, 0.2, -0.1], [0.0, 0.0, 0.0], [0.0, 0.1, 0.0], [-0.1, -0.1, 0.1], [0.0, 0.0, 0.0], [0.0, 0.1, 0.0], [-0.1, -0.1, -0.1], [0.1, -0.1, 0.0], [-0.2, 0.2, 0.1], [-0.1, 0.0, 0.0], [0.1, 0.0, -0.1], [-0.1, -0.1, 0.0], [0.0, 0.2, 0.0], [-0.1, -0.1, -0.1], [0.2, 0.1, 0.2], [0.6, -0.2, -0.6], [0.3, 0.3, 1.5], [-0.5, -0.5, -0.1], [-0.4, 0.8, -0.4], [0.3, 0.0, -0.9], [0.2, -0.2, -0.2], [-0.3, -0.2, 0.0], [0.0, 0.1, 0.2], [0.1, 0.1, 0.1], [0.4, 0.0, -0.2], [-0.4, -0.2, 0.0], [-0.2, 0.0, -0.1], [0.3, -0.4, -0.3], [-0.3, 0.3, 0.1], [0.1, 0.0, 0.0], [-0.1, 0.0, 0.0], [0.0, 0.0, 0.0], [0.0, 0.2, 0.3], [0.1, 0.0, 0.1], [-0.1, -0.1, 0.0], [0.0, 0.1, -0.1], [0.2, -0.1, 0.2], [0.0, 0.0, -0.1], [0.0, 0.0, 0.2], [0.0, 0.1, 0.2], [0.2, 0.0, -0.1], [-0.1, -0.2, -0.1], [-0.1, 0.1, 0.2], [-0.1, 0.0, 0.0], [-0.1, 0.0, -0.1], [0.0, 0.0, 0.0], [0.0, 0.0, 0.1], [0.1, -0.1, 0.1], [0.1, -0.1, -0.1], [0.0, 0.0, -0.2], [-0.1, 0.1, 0.0], [0.1, -0.1, 0.2], [0.0, 0.4, -0.1], [-0.2, -0.3, -0.1], [0.1, 0.0, -0.1], [-0.2, 0.2, 0.1], [0.0, 0.0, 0.0], [0.1, 0.0, 0.1], [0.0, -0.1, 0.1], [0.0, 0.0, 0.0], [-0.1, -0.1, 0.0], [-0.1, 0.0, -0.1], [0.0, 0.0, 0.0], [0.0, 0.0, -0.1], [0.1, 0.0, -0.1]]}